Density functional theory data (ωB97M-V/def2-TZVPD) for a structure of composition C32H44BrFGeKN9O4.

```
93
Properties=species:S:1:pos:R:3:lowdin_charge:R:1
K -1.288 0.064 -0.819 0.670
C -2.455 -0.371 5.651 -0.030
C -2.459 -1.054 4.329 -0.315
C -3.118 -2.178 3.880 -0.004
C -2.755 -2.312 2.526 -0.360
N -1.952 -1.324 2.179 0.086
N -1.780 -0.579 3.268 0.034
C -3.142 -3.394 1.583 -0.023
H -2.615 -1.092 6.450 0.072
H -3.249 0.379 5.694 0.075
H -1.501 0.129 5.815 0.076
H -3.756 -2.826 4.447 0.096
H -1.130 0.199 3.234 0.101
H -2.672 -4.329 1.887 0.074
H -2.807 -3.142 0.580 0.065
H -4.220 -3.547 1.593 0.073
F 0.287 -2.795 3.411 0.066
C 0.543 -3.667 2.406 -0.175
C 0.676 -3.202 1.138 0.059
N 1.001 -4.021 0.104 0.013
C 0.911 -3.518 -1.240 -0.036
C -0.644 -3.225 -1.560 -0.698
O -1.206 -4.051 -2.264 -0.003
O -1.075 -2.198 -1.025 -0.235
C 1.291 -5.349 0.312 -0.470
O 1.759 -6.095 -0.527 0.062
N 1.046 -5.792 1.595 0.206
C 0.672 -5.058 2.726 -0.414
O 0.517 -5.620 3.799 0.054
H 0.507 -2.164 0.908 0.137
H 1.301 -4.272 -1.923 0.116
H 1.451 -2.577 -1.330 0.097
H 1.208 -6.780 1.748 0.161
C 2.025 3.480 4.213 -0.250
Ge 2.115 2.246 2.628 0.752
C 3.355 3.171 1.353 -0.237
C 3.289 0.746 3.368 -0.246
C 0.327 1.846 2.010 -0.278
H 3.002 3.600 4.676 -0.007
H 1.345 3.103 4.973 -0.006
H 1.670 4.461 3.913 -0.004
H 3.990 3.869 1.893 -0.001
H 2.814 3.725 0.594 -0.050
H 3.999 2.461 0.845 -0.022
H 4.164 1.175 3.850 -0.013
H 3.629 0.075 2.584 -0.021
H 2.752 0.152 4.104 -0.008
H -0.308 1.762 2.897 -0.050
H 0.301 0.914 1.444 -0.054
Br 0.246 4.601 -0.605 0.701
C -1.107 4.039 0.611 -0.770
C -1.866 5.004 1.223 -0.153
C -2.941 4.578 2.003 -0.112
C -3.187 3.203 2.051 -0.095
C -2.352 2.339 1.389 -0.202
N -1.216 2.715 0.746 -0.071
H -1.675 6.056 1.055 0.084
H -3.595 5.289 2.489 0.081
H -4.072 2.825 2.546 0.093
H -2.554 1.279 1.371 0.073
N -4.934 3.417 -7.319 0.098
C -4.476 3.020 -6.335 -0.247
C -3.924 2.541 -5.143 -0.298
C -3.442 1.230 -5.057 -0.083
C -2.909 0.768 -3.870 -0.192
C -2.802 1.542 -2.695 -0.178
C -3.292 2.855 -2.847 -0.175
C -3.840 3.358 -4.010 -0.079
H -3.501 0.597 -5.937 0.097
H -2.561 -0.260 -3.845 0.066
H -3.243 3.528 -1.996 0.064
H -4.210 4.377 -4.069 0.097
C 1.288 -1.018 -5.025 -0.075
N 2.473 -0.680 -4.265 -0.190
C 3.375 0.182 -4.999 -0.082
C 2.254 -0.339 -2.911 -0.463
N 1.141 -0.056 -2.377 0.151
N 3.401 -0.325 -2.149 -0.174
C 4.452 -1.286 -2.386 -0.077
C 3.252 0.014 -0.752 -0.071
H 1.605 -1.516 -5.943 0.084
H 0.683 -0.141 -5.295 0.092
H 0.669 -1.708 -4.454 0.093
H 2.841 1.037 -5.438 0.090
H 3.849 -0.385 -5.807 0.083
H 4.142 0.565 -4.332 0.079
H 0.370 0.027 -3.027 0.035
H 4.364 -1.709 -3.383 0.077
H 4.403 -2.102 -1.653 0.087
H 5.426 -0.799 -2.289 0.082
H 2.960 -0.856 -0.150 0.085
H 2.482 0.774 -0.650 0.080
H 4.208 0.396 -0.390 0.081
```

Its energy above the lowest of the compared OMol25 structures with the same formula, charge and spin is 122.2 kJ/mol. Its spin multiplicity is 1. Its charge is -2. As for the maximum force: 1.942 eV/A. For the gap between HOMO and LUMO, the calculation gives 4.78 eV. The lowest unoccupied orbital energy comes out at 0.144 hartree.


Density functional theory data (ωB97M-V/def2-TZVPD) for the molecule C7H8Br2O4.

```
21
Properties=species:S:1:pos:R:3:lowdin_charge:R:1
C 3.602 0.375 0.188 -0.159
C 2.347 -0.118 -0.458 -0.736
Br 2.122 0.366 -2.286 0.794
C 1.424 -0.855 0.129 -0.711
Br 1.613 -1.369 1.960 0.890
O 0.325 -1.258 -0.586 -0.031
C -0.484 -2.165 0.073 -0.609
O -0.303 -3.352 0.010 0.179
O -1.503 -1.643 0.783 0.025
C -2.285 -0.685 0.061 -0.087
C -1.719 0.715 0.316 -0.291
C -2.437 1.820 -0.381 -0.061
O -1.130 1.350 -0.768 -0.055
H 3.539 0.391 1.269 0.036
H 4.469 -0.194 -0.136 0.086
H 3.729 1.413 -0.120 0.069
H -2.260 -0.821 -1.016 0.149
H -3.281 -0.600 0.477 0.137
H -1.341 0.915 1.305 0.151
H -3.127 1.589 -1.174 0.117
H -2.419 2.732 0.192 0.109
```

Its spin multiplicity is 1. As for the SMILES: C/C(Br)=C(\Br)OC(=O)OC[C@@H]1CO1. As for the maximum force: 2.638 eV/A. For the gap between HOMO and LUMO, the calculation gives 9.41 eV. The lowest unoccupied orbital energy comes out at 0.017 hartree.


Density functional theory data (ωB97M-V/def2-TZVPD) for a cluster of 14 separate species, C6H41NO13 in total.

```
61
Properties=species:S:1:pos:R:3:lowdin_charge:R:1
C 1.003 0.246 -0.334 -0.201
N 0.432 0.839 0.912 -0.074
C -0.945 1.349 0.730 -0.257
C -1.120 2.601 1.615 -0.070
C 2.542 0.263 -0.240 -0.181
C 2.919 -2.131 0.489 -0.088
C 3.117 -0.657 0.824 -0.256
H 0.688 -0.750 -0.537 0.082
H 0.683 0.888 -1.187 0.095
H 0.450 0.080 1.632 0.102
H -1.108 1.628 -0.322 0.093
H -1.709 0.594 0.993 0.087
H -2.176 2.819 1.695 0.075
H -0.560 3.456 1.151 0.088
H -0.693 2.425 2.552 0.045
H 2.860 1.315 -0.105 0.100
H 2.944 -0.028 -1.233 0.122
H 3.258 -2.371 -0.515 0.077
H 3.464 -2.758 1.129 0.048
H 1.819 -2.431 0.549 0.077
H 2.679 -0.447 1.795 0.087
H 4.129 -0.475 0.992 0.082
H 0.729 -2.306 3.661 0.090
H -0.066 -2.524 2.336 0.019
O 0.221 -1.813 2.982 -0.088
H 1.222 -0.657 -3.355 -0.015
H 0.013 -1.356 -2.940 -0.020
O 0.926 -1.498 -3.068 -0.018
H 0.450 -3.273 -1.737 0.010
H -0.998 -2.881 -1.421 -0.009
O -0.317 -3.548 -1.290 -0.027
H -4.643 1.085 -1.121 0.089
H -3.219 0.801 -1.729 -0.029
O -3.986 0.366 -1.369 -0.080
H 1.023 1.995 -3.334 0.000
H -0.140 1.039 -3.360 -0.007
O 0.793 1.129 -3.676 -0.091
H 1.355 2.741 0.526 -0.013
H 2.143 3.992 0.875 0.070
O 1.795 3.499 0.111 -0.073
H -0.518 -3.669 0.432 0.009
H -1.640 -3.107 1.179 -0.023
O -0.851 -3.583 1.336 -0.039
H -0.246 3.074 -1.974 0.047
H 1.144 3.563 -1.497 0.004
O 0.602 3.453 -2.301 -0.070
H -2.296 -1.506 -0.627 0.049
H -3.037 -1.749 -2.001 0.087
O -2.163 -1.613 -1.616 -0.075
H -3.740 -2.069 1.155 0.104
H -2.607 -1.252 1.759 0.019
O -2.829 -1.789 0.970 -0.061
H 1.625 1.941 2.237 -0.011
H 3.014 2.269 2.869 0.040
O 2.160 2.621 2.656 -0.048
H -2.081 0.648 -3.659 0.070
H -1.733 -0.131 -2.381 0.029
O -1.743 0.771 -2.794 -0.052
H -1.213 -1.035 3.321 0.062
H -1.754 0.378 3.067 -0.029
O -2.069 -0.462 3.196 -0.053
```

Its energy above the lowest of the compared OMol25 structures with the same formula, charge and spin is 20.4 kJ/mol. Its spin multiplicity is 1. As for the maximum force: 4.420 eV/A. For the gap between HOMO and LUMO, the calculation gives 9.65 eV. The lowest unoccupied orbital energy comes out at 0.000 hartree.


Density functional theory data (ωB97M-V/def2-TZVPD) for the molecule C4H7NO.

```
13
Properties=species:S:1:pos:R:3:lowdin_charge:R:1
C -1.779 -0.324 -0.154 -0.141
N -1.292 0.925 0.431 0.034
C -0.527 0.296 -0.634 -0.286
C 0.740 -0.435 -0.294 -0.271
C 1.899 0.227 0.303 -0.100
O 1.017 -0.566 1.094 -0.052
H -1.674 -1.239 0.429 0.113
H -2.691 -0.253 -0.740 0.098
H -0.832 0.717 1.317 0.089
H -0.517 0.839 -1.578 0.139
H 0.894 -1.351 -0.865 0.147
H 2.894 -0.196 0.168 0.111
H 1.863 1.298 0.496 0.120
```

Its energy above the lowest of the compared OMol25 structures with the same formula, charge and spin is 287.0 kJ/mol. Its spin multiplicity is 1. As for the SMILES: C1N[C@H]1[C@H]1CO1. As for the maximum force: 0.324 eV/A. For the gap between HOMO and LUMO, the calculation gives 10.74 eV. The lowest unoccupied orbital energy comes out at 0.043 hartree.


Total energy in Eh, matching the order above: -7390.2545; -5720.4299; -1286.1096; -286.5223